(1)
The following is a quantum chemistry calculation of 5 unconnected molecules or ions with the total composition C23H34FN3O18S4, from the OMol25 dataset.

Atoms and positions in Å:
C 4.464 2.045 0.190
C 3.438 3.063 0.775
C 2.047 3.070 0.118
F 2.028 3.686 -1.123
C 1.091 3.729 1.122
C 0.314 2.977 2.021
C 0.320 1.453 2.123
C -1.108 0.784 1.801
N -0.941 -0.411 0.949
N -1.802 0.340 3.002
N -1.870 1.723 0.993
C -0.499 3.619 2.917
C -0.626 4.978 2.972
C 0.097 5.723 2.090
C 0.954 5.110 1.188
C 1.710 6.064 0.265
O 2.861 5.918 -0.082
C 0.907 7.272 -0.152
C 0.079 7.840 0.707
C -0.036 7.227 2.078
O -0.189 7.893 3.085
H 4.424 1.126 0.778
H 4.309 1.857 -0.875
H 5.461 2.476 0.320
H 3.304 2.871 1.845
H 3.912 4.044 0.718
H 1.707 2.050 -0.054
H 1.139 0.988 1.574
H 0.516 1.222 3.181
H -0.387 -0.147 0.137
H -0.391 -1.090 1.468
H -2.516 0.990 3.295
H -1.173 0.120 3.761
H -2.369 1.203 0.285
H -2.528 2.232 1.569
H -1.096 3.031 3.610
H -1.270 5.490 3.679
H 0.991 7.675 -1.159
H -0.540 8.700 0.470
C 1.725 -2.945 -1.855
C 3.232 -2.837 -1.836
O 3.490 -1.450 -1.549
S 2.333 -0.888 -0.599
O 2.795 -0.926 0.743
O 1.783 0.292 -1.166
O 1.285 -2.076 -0.799
H 1.313 -2.579 -2.798
H 1.381 -3.957 -1.681
H 3.684 -3.124 -2.781
H 3.664 -3.435 -1.031
C -1.630 -4.833 2.814
C -0.304 -4.244 3.244
O 0.680 -5.117 2.674
S 0.132 -5.697 1.282
O 0.658 -4.917 0.224
O 0.247 -7.110 1.306
O -1.407 -5.292 1.476
H -1.903 -5.692 3.431
H -2.435 -4.102 2.835
H -0.196 -4.202 4.325
H -0.158 -3.246 2.825
C -1.795 2.254 -3.697
C -1.763 3.607 -3.020
O -3.125 3.848 -2.635
S -3.831 2.455 -2.275
O -3.779 2.275 -0.869
O -5.037 2.357 -3.009
O -2.732 1.486 -2.931
H -2.169 2.327 -4.721
H -0.822 1.769 -3.701
H -1.408 4.395 -3.678
H -1.151 3.585 -2.115
C -1.486 -8.428 -2.419
C -2.793 -7.667 -2.362
O -2.409 -6.289 -2.441
S -1.096 -6.151 -3.351
O -1.483 -5.787 -4.664
O -0.127 -5.422 -2.620
O -0.682 -7.702 -3.358
H -0.977 -8.419 -1.453
H -1.617 -9.455 -2.750
H -3.347 -7.856 -1.447
H -3.426 -7.893 -3.224

## Properties
Net charge: 0
Kohn-Sham gap (eV): 8.5
LUMO (eV): -0.374
HOMO level (eV): -8.87

---

(2)
The following is a quantum chemistry calculation of a single C23H34N2O4 molecule, from the OMol25 dataset.

Atoms and positions in Å:
C -3.831 -2.596 -0.053
C -4.890 -1.843 -0.849
H -5.880 -2.172 -0.536
H -4.783 -2.076 -1.910
C -4.749 -0.320 -0.682
N -4.878 0.078 0.705
C -3.853 0.469 1.498
O -3.991 0.663 2.695
C -2.525 0.684 0.841
C -1.440 -0.102 1.197
C -0.184 0.128 0.662
C 0.008 1.174 -0.234
C -1.079 1.984 -0.573
C -2.327 1.742 -0.042
H -3.154 2.385 -0.305
H -0.913 2.801 -1.258
O 1.184 1.497 -0.836
C 2.354 0.744 -0.560
C 2.924 1.048 0.841
C 4.159 1.938 0.752
N 5.190 1.264 -0.014
C 6.374 1.007 0.583
O 6.649 1.443 1.687
C 7.372 0.131 -0.162
C 7.277 -1.297 0.375
O 6.039 -1.864 -0.002
C 5.841 -3.145 0.535
H 5.843 -3.120 1.632
H 6.619 -3.842 0.198
H 4.870 -3.487 0.181
H 7.364 -1.278 1.471
H 8.102 -1.908 -0.026
H 7.222 0.133 -1.238
H 8.369 0.509 0.068
C 4.777 0.704 -1.290
H 5.451 1.053 -2.080
C 3.360 1.137 -1.646
H 3.073 0.677 -2.592
H 3.311 2.218 -1.778
H 4.828 -0.389 -1.243
H 3.912 2.900 0.292
H 4.572 2.125 1.745
H 3.204 0.117 1.336
H 2.162 1.543 1.444
H 2.127 -0.328 -0.649
H 0.634 -0.507 0.963
H -1.578 -0.906 1.904
C -6.204 -0.031 1.280
C -7.197 0.801 0.473
C -7.179 0.354 -0.986
C -5.759 0.460 -1.536
H -5.720 0.094 -2.562
H -5.464 1.512 -1.543
H -7.535 -0.675 -1.060
H -7.849 0.979 -1.580
H -8.195 0.689 0.897
H -6.916 1.855 0.535
H -6.136 0.328 2.309
H -6.522 -1.079 1.299
H -3.740 -0.055 -1.013
H -2.833 -2.307 -0.377
H -3.944 -3.668 -0.191
H -3.922 -2.375 1.009

## Properties
Net charge: 0
Energy relative to the best compared isomer or geometry (same formula, charge and spin) (kcal/mol): 25.1
Kohn-Sham gap (eV): 9.1
LUMO (eV): 0.614
HOMO level (eV): -8.50

---

(3)
The following is a quantum chemistry calculation of a molecular structure, C23H35As3N3O2Rh, from the OMol25 dataset.

Atoms and positions in Å:
Rh 0.067 0.049 0.039
O -3.934 -0.377 -0.378
C -2.714 -0.570 -0.375
N -1.853 0.232 0.241
C -2.358 1.303 0.917
O -3.639 1.487 0.929
C -1.375 2.082 1.566
C -1.689 3.224 2.338
C -0.687 3.890 2.984
C 0.633 3.413 2.882
C 0.878 2.302 2.113
N -0.070 1.637 1.434
C -2.001 -1.698 -1.055
C -2.695 -2.728 -1.656
C -1.980 -3.760 -2.243
C -0.596 -3.716 -2.210
C 0.027 -2.647 -1.591
N -0.650 -1.649 -1.018
H -2.722 3.534 2.410
H -0.907 4.762 3.584
H 1.445 3.890 3.411
H 1.880 1.898 2.051
H -3.776 -2.698 -1.643
H -2.492 -4.589 -2.712
H -0.001 -4.501 -2.656
H 1.105 -2.581 -1.545
C 3.537 -1.270 -1.255
As 2.507 -0.077 -0.111
C 3.496 -0.357 1.541
C 3.192 1.707 -0.613
C 3.061 2.253 -2.056
C 2.890 3.775 -1.987
C 1.894 1.654 -2.867
As 0.112 1.552 -2.032
C -0.784 0.657 -3.503
C -0.657 3.328 -2.187
C 4.307 1.892 -2.903
As 5.991 2.822 -2.549
C 6.448 3.141 -0.706
C 6.026 4.524 -3.440
H 4.587 -0.981 -1.220
H 3.186 -1.266 -2.286
H 3.452 -2.282 -0.861
H 4.409 0.237 1.556
H 3.762 -1.411 1.599
H 2.888 -0.113 2.409
H 4.237 1.733 -0.299
H 2.651 2.378 0.058
H 1.951 4.032 -1.497
H 2.879 4.217 -2.986
H 3.688 4.243 -1.405
H 2.105 0.615 -3.133
H 1.781 2.205 -3.804
H -0.730 1.258 -4.410
H -1.831 0.507 -3.242
H -0.323 -0.314 -3.679
H -0.377 3.782 -3.137
H -0.355 3.967 -1.360
H -1.739 3.208 -2.152
H 4.143 2.134 -3.956
H 4.526 0.826 -2.846
H 6.548 2.208 -0.158
H 5.667 3.766 -0.271
H 7.398 3.672 -0.691
H 5.655 4.422 -4.457
H 7.049 4.895 -3.461
H 5.399 5.207 -2.864

## Properties
Net charge: +2
⟨S²⟩: 6.04
Energy relative to the best compared isomer or geometry (same formula, charge and spin) (kcal/mol): 24.9
Kohn-Sham gap (spin up / spin down) (eV): 5.7 / 5.3
Spin multiplicity: 5
LUMO (spin up / spin down) (eV): -5.103 / -8.829
HOMO level (spin up / spin down) (eV): -10.78 / -14.08

---

(4)
The following is a quantum chemistry calculation of a molecular structure, C23H35Br2Cl3NO2PtS6Si3Te, from the OMol25 dataset.

Atoms and positions in Å:
Pt 0.266 -0.848 0.594
Br -0.850 4.029 -1.187
C -1.564 3.138 0.315
C -2.431 3.835 1.158
C -2.982 3.217 2.252
Br -4.142 4.207 3.379
C -2.694 1.861 2.525
C -3.204 1.130 3.617
C -2.840 -0.182 3.787
C -1.981 -0.777 2.853
N -1.517 -0.114 1.817
C -1.823 1.176 1.648
C -1.203 1.802 0.524
O -0.378 1.127 -0.205
H -2.660 4.869 0.946
H -3.875 1.617 4.310
H -3.208 -0.768 4.615
H -1.697 -1.816 2.947
C 5.759 -2.174 -1.560
Si 3.950 -1.942 -2.036
C 2.834 -2.919 -0.877
C 3.630 -2.491 -3.816
C 3.626 -0.066 -1.777
Te 1.610 0.616 -1.895
C 1.805 0.555 -4.023
Si 2.373 2.326 -4.558
C 2.783 2.304 -6.396
C 0.870 3.392 -4.165
C 3.834 2.921 -3.516
H 6.067 -3.213 -1.678
H 5.939 -1.890 -0.523
H 6.409 -1.565 -2.189
H 2.824 -3.976 -1.147
H 1.802 -2.557 -0.932
H 3.185 -2.833 0.152
H 4.022 -3.500 -3.959
H 4.141 -1.849 -4.535
H 2.570 -2.516 -4.069
H 4.185 0.483 -2.532
H 4.006 0.209 -0.795
H 0.840 0.349 -4.482
H 2.522 -0.208 -4.311
H 1.940 1.957 -6.992
H 3.642 1.675 -6.627
H 3.020 3.316 -6.724
H 0.039 3.214 -4.847
H 1.097 4.458 -4.200
H 0.530 3.167 -3.153
H 4.747 2.348 -3.681
H 3.597 2.889 -2.451
H 4.061 3.958 -3.764
C -2.561 0.164 -2.445
S -1.305 -1.142 -2.525
C -2.390 -2.406 -3.247
O -1.104 -1.649 -1.123
H -2.997 0.282 -3.436
H -2.078 1.089 -2.140
H -3.317 -0.124 -1.717
H -2.715 -2.075 -4.231
H -3.241 -2.547 -2.585
H -1.830 -3.335 -3.332
C 3.053 -4.562 2.703
S 2.062 -6.050 2.392
C 0.973 -5.669 1.085
C 0.245 -4.519 0.827
S 0.133 -3.161 1.829
S -0.710 -4.568 -0.651
C -0.323 -6.189 -1.124
S -0.875 -6.852 -2.510
S 0.737 -7.005 -0.009
H 3.653 -4.821 3.573
H 2.435 -3.703 2.924
H 3.705 -4.372 1.854
Cl 3.672 -0.685 2.297
Si 1.879 0.226 1.870
Cl 2.499 1.901 0.697
Cl 1.250 1.136 3.593

## Properties
Net charge: +1
Energy relative to the best compared isomer or geometry (same formula, charge and spin) (kcal/mol): 44.1
Kohn-Sham gap (spin up / spin down) (eV): 4.0 / 4.0
LUMO (spin up / spin down) (eV): -5.970 / -5.969
HOMO level (spin up / spin down) (eV): -9.94 / -9.94

---

(5)
The following is a quantum chemistry calculation of 5 unconnected molecules or ions with the total composition C23H35Br2FI2NO12, from the OMol25 dataset.

Atoms and positions in Å:
C 3.151 5.975 -0.453
C 4.445 5.084 -0.637
Br 5.488 5.987 -2.086
C 4.143 3.565 -1.048
Br 2.479 3.577 -2.121
C 4.066 2.681 0.243
C 3.166 3.228 1.411
N 1.858 2.509 1.130
C 2.042 1.262 0.293
F 1.406 0.311 1.083
C 3.621 1.166 0.137
C 4.001 0.329 1.453
C 4.200 0.242 -1.006
I 6.367 0.573 -1.197
C 3.422 0.327 -2.398
C 3.195 -1.175 -2.877
I 4.659 1.236 -3.974
H 2.331 5.469 0.106
H 3.475 6.845 0.183
H 2.786 6.416 -1.405
H 5.110 5.138 0.261
H 4.996 3.239 -1.695
H 5.140 2.674 0.579
H 3.707 2.848 2.318
H 3.117 4.317 1.615
H 1.573 2.232 2.080
H 1.255 3.233 0.719
H 1.435 1.322 -0.635
H 5.103 0.230 1.581
H 3.602 -0.715 1.375
H 3.519 0.750 2.375
H 4.124 -0.822 -0.668
H 2.411 0.782 -2.340
H 3.018 -1.204 -3.974
H 4.085 -1.815 -2.662
H 2.289 -1.536 -2.330
C -2.771 0.346 1.872
C -1.524 0.985 2.408
O -1.827 2.378 2.341
C -3.185 2.499 2.360
O -3.762 3.528 2.483
O -3.785 1.290 2.220
H -2.969 -0.623 2.323
H -2.750 0.233 0.785
H -1.328 0.714 3.450
H -0.647 0.749 1.811
C -0.142 -3.457 -2.790
C -1.324 -4.220 -2.263
O -1.833 -3.344 -1.256
C -1.424 -2.090 -1.563
O -1.813 -1.102 -1.018
O -0.512 -2.099 -2.569
H 0.038 -3.642 -3.848
H 0.773 -3.668 -2.231
H -2.094 -4.376 -3.022
H -1.047 -5.184 -1.839
C -5.565 -0.591 -2.322
C -5.121 -1.376 -1.121
O -6.091 -2.418 -1.046
C -6.613 -2.576 -2.290
O -7.325 -3.470 -2.610
O -6.211 -1.578 -3.121
H -4.732 -0.139 -2.859
H -6.288 0.189 -2.069
H -4.134 -1.822 -1.254
H -5.119 -0.781 -0.208
C -3.844 -3.857 4.212
C -3.800 -4.908 3.138
O -3.049 -4.269 2.105
C -2.290 -3.312 2.688
O -1.426 -2.707 2.130
O -2.637 -3.127 3.985
H -3.859 -4.282 5.214
H -4.693 -3.179 4.100
H -3.269 -5.809 3.455
H -4.791 -5.186 2.784

## Properties
Net charge: +1
Kohn-Sham gap (eV): 8.3
LUMO (eV): -3.024
HOMO level (eV): -11.29

---

(6)
The following is a quantum chemistry calculation of a molecular structure, C23H35Cl24FIN3O9P2S, from the OMol25 dataset.

Atoms and positions in Å:
C -0.007 0.758 4.113
C -0.614 1.227 2.787
O 0.393 1.395 1.796
C 0.270 0.883 0.480
C 1.555 1.414 -0.202
C 2.925 1.492 0.515
N 3.906 1.438 -0.595
N 3.249 0.367 1.372
N 3.056 2.732 1.282
C 0.221 -0.715 0.418
C 1.324 -1.363 -0.426
O 1.121 -1.114 -1.815
C 2.073 -1.736 -2.602
C 3.405 -1.036 -2.693
O 1.811 -2.750 -3.152
C 0.224 -1.527 1.759
C 1.526 -1.800 2.470
F -0.286 -2.795 1.429
O -0.966 -1.181 -0.298
S -2.415 -0.780 0.112
O -3.257 -1.282 -0.928
O -2.701 -1.145 1.464
C -2.383 1.003 -0.096
I -3.784 1.863 1.279
C -0.951 1.613 -0.321
P -1.202 3.498 -0.140
C -1.016 4.309 1.493
C 0.323 4.517 2.210
C -0.138 4.492 -1.264
C -0.976 5.344 -2.240
P -0.902 1.430 -2.207
O -1.909 2.353 -2.772
O -1.204 -0.064 -2.620
O 0.552 1.733 -2.789
H 1.079 0.853 4.064
H -0.338 1.400 4.933
H -0.287 -0.263 4.371
H -1.119 2.177 2.966
H -1.400 0.543 2.473
H 1.726 0.868 -1.126
H 1.352 2.443 -0.507
H 3.577 1.983 -1.385
H 4.781 1.842 -0.278
H 3.105 0.618 2.344
H 4.228 0.129 1.258
H 3.923 2.679 1.810
H 3.155 3.516 0.644
H 2.306 -1.021 -0.092
H 1.252 -2.443 -0.260
H 3.816 -1.195 -3.689
H 4.080 -1.466 -1.950
H 3.306 0.029 -2.491
H -0.501 -1.148 2.465
H 1.880 -0.951 3.049
H 2.332 -2.151 1.832
H 1.310 -2.593 3.190
H -2.948 1.131 -1.018
H -1.764 3.938 2.192
H -1.384 5.308 1.221
H 0.284 5.453 2.776
H 1.132 4.622 1.494
H 0.558 3.715 2.904
H 0.609 3.912 -1.804
H 0.448 5.166 -0.627
H -2.023 5.352 -1.935
H -0.954 4.916 -3.242
H -0.600 6.367 -2.279
H -2.152 -0.195 -2.797
H 0.438 1.966 -3.724
C 2.202 -5.916 2.580
Cl 2.268 -4.942 1.110
Cl 2.090 -7.622 2.150
Cl 3.668 -5.639 3.531
Cl 0.787 -5.459 3.532
C -0.801 -0.986 7.720
Cl -0.099 -1.895 6.377
Cl -1.272 -2.099 9.003
Cl 0.396 0.159 8.336
Cl -2.221 -0.105 7.151
C -7.135 -3.048 -0.501
Cl -8.527 -2.529 0.456
Cl -7.091 -4.814 -0.596
Cl -7.283 -2.397 -2.145
Cl -5.642 -2.475 0.215
C 4.370 0.948 -5.657
Cl 4.628 1.993 -7.051
Cl 4.261 -0.731 -6.181
Cl 5.707 1.131 -4.518
Cl 2.861 1.404 -4.846
C -3.529 -1.944 -5.414
Cl -4.361 -1.537 -6.916
Cl -1.868 -1.349 -5.465
Cl -4.359 -1.182 -4.046
Cl -3.523 -3.692 -5.188
C -2.790 -5.462 -1.649
Cl -1.890 -6.135 -3.015
Cl -3.310 -6.782 -0.586
Cl -1.756 -4.360 -0.745
Cl -4.213 -4.606 -2.242

## Properties
Net charge: 0
Kohn-Sham gap (eV): 7.6
LUMO (eV): -0.155
HOMO level (eV): -7.77

---

Among the records above, which one has the highest net charge?
C23H35As3N3O2Rh